Entry one
This record from OMol25 describes a single C4H9NO3 molecule. The level of theory is the ωB97M-V functional and the def2-TZVPD basis.

Computed properties:
Orbital gap ... 10.42 eV
SMILES ... O=C(CCO)NCO
HOMO ... -9.87 eV
E_LUMO ... 0.55 eV

Geometry as ORCA input:
```
! RIJCOSX wB97M-V def2-TZVPD def2/J DEFGRID3
* xyz 0 1
O -0.32 -1.72 1.47
C 0.12 -1.07 0.56
N 1.46 -0.75 0.51
C 2.05 0.38 -0.14
O 1.98 1.55 0.58
C -0.77 -0.66 -0.62
C -2.08 -0.07 -0.13
O -1.87 1.26 0.35
H 1.90 -0.99 1.39
H 1.57 0.50 -1.11
H 3.10 0.15 -0.30
H 1.08 1.90 0.55
H -0.87 -1.60 -1.18
H -0.25 0.01 -1.30
H -2.46 -0.62 0.73
H -2.80 -0.15 -0.95
H -1.84 1.87 -0.40
*
```

=====

Entry two
This record from OMol25 describes 2 unconnected molecules or ions with the total composition C4H9NO3. The level of theory is the ωB97M-V functional and the def2-TZVPD basis.

Computed properties:
Orbital gap ... 8.64 eV
SMILES ... CC=C(O)O.NC=O
HOMO ... -8.20 eV
E_LUMO ... 0.44 eV

Geometry as ORCA input:
```
! RIJCOSX wB97M-V def2-TZVPD def2/J DEFGRID3
* xyz 0 1
C -2.23 0.54 0.00
C -0.27 -1.04 -0.14
C -1.07 -0.09 -0.69
O 0.60 -1.80 -0.89
O -0.53 -1.52 1.12
H 0.33 -1.74 -1.82
H 0.16 -2.17 1.29
H -0.94 0.17 -1.73
H -3.16 0.09 -0.36
H -2.26 1.61 -0.23
H -2.18 0.43 1.08
N 2.54 0.65 0.19
C 1.38 1.19 0.65
O 0.86 2.18 0.13
H 2.85 -0.26 0.49
H 2.85 0.97 -0.72
H 1.07 0.78 1.64
*
```

=====

entry one takes first place; second place is 0.0252 hartree up.

=====

Entry one
This record from OMol25 describes a single C4H6NP molecule. The level of theory is the ωB97M-V functional and the def2-TZVPD basis.

Computed properties:
Orbital gap (alpha / beta) ... 8.16 / 7.08 eV
HOMO (alpha / beta) ... -7.86 / -7.34 eV
E_LUMO (alpha / beta) ... 0.30 / -0.26 eV

Geometry as ORCA input:
```
! RIJCOSX wB97M-V def2-TZVPD def2/J DEFGRID3
* xyz 0 1
C 1.48 1.07 0.08
C -0.09 0.93 -2.06
C 0.06 -0.70 0.88
C -1.24 -0.28 0.10
N 1.22 0.03 0.69
P -0.86 -0.44 -1.75
H 2.36 1.50 -0.04
H 0.04 1.48 -2.97
H -0.25 -0.45 1.89
H 0.36 -1.74 0.89
H -1.94 -0.99 0.33
H -1.50 0.71 0.31
*
```

=====

Entry two
This record from OMol25 describes a molecular structure, C4H6NP. The level of theory is the ωB97M-V functional and the def2-TZVPD basis.

Computed properties:
Orbital gap ... 8.32 eV
HOMO ... -8.51 eV
E_LUMO ... -0.19 eV

Geometry as ORCA input:
```
! RIJCOSX wB97M-V def2-TZVPD def2/J DEFGRID3
* xyz 0 1
C 0.22 -0.84 -0.39
C -0.24 -0.87 -1.70
C -0.24 0.40 0.27
C 0.41 0.76 1.55
N -0.80 0.27 -2.23
P -0.70 1.43 -1.18
H 0.82 -1.62 0.04
H -0.31 -1.82 -2.26
H -0.19 1.48 2.11
H 1.39 1.23 1.17
H 0.57 -0.16 2.11
H -0.94 -0.27 0.52
*
```

=====

entry two takes first place; second place is 0.1293 hartree up.

=====

Entry one
This record from OMol25 describes 2 unconnected molecules or ions with the total composition C4H14NO. The level of theory is the ωB97M-V functional and the def2-TZVPD basis.

Computed properties:
Orbital gap ... 11.72 eV
HOMO ... -14.88 eV
E_LUMO ... -3.16 eV

Geometry as ORCA input:
```
! RIJCOSX wB97M-V def2-TZVPD def2/J DEFGRID3
* xyz 1 1
C 1.20 0.71 1.81
C 1.01 0.44 0.33
N -0.19 1.37 -0.18
C -0.90 0.63 -1.23
C -2.03 -0.27 -0.74
H 2.09 0.29 2.25
H 0.29 0.55 2.41
H 1.46 1.77 1.90
H 1.83 0.65 -0.36
H 0.68 -0.51 -0.07
H 0.20 2.22 -0.59
H -0.87 1.70 0.54
H -0.18 0.25 -1.97
H -1.45 1.27 -1.96
H -2.35 -0.01 0.30
H -2.89 -0.32 -1.42
H -1.51 -1.22 -0.49
H 1.67 -2.54 -0.40
H 0.95 -3.95 -0.21
O 0.99 -3.02 0.06
*
```

=====

Entry two
This record from OMol25 describes 2 unconnected molecules or ions with the total composition C4H14NO. The level of theory is the ωB97M-V functional and the def2-TZVPD basis.

Computed properties:
Orbital gap ... 12.55 eV
HOMO ... -15.76 eV
E_LUMO ... -3.21 eV

Geometry as ORCA input:
```
! RIJCOSX wB97M-V def2-TZVPD def2/J DEFGRID3
* xyz 1 1
C -1.61 0.60 -1.40
C -0.52 -0.47 -1.38
N 0.41 -0.34 -0.08
C -0.13 0.46 1.07
C 0.14 1.93 1.08
H -2.28 0.38 -2.24
H -1.21 1.58 -1.61
H -2.25 0.71 -0.52
H -1.02 -1.44 -1.25
H 0.17 -0.46 -2.22
H 1.34 -0.04 -0.41
H 0.65 -1.26 0.33
H 0.42 0.27 1.99
H -1.11 -0.05 1.15
H 1.18 2.34 1.11
H -0.22 2.38 0.13
H -0.50 2.41 1.81
H 1.91 -3.62 1.20
H 2.47 -2.71 0.17
O 2.15 -2.69 1.08
*
```

=====

entry two takes first place; second place is 0.0108 hartree up.

=====

Entry one
This record from OMol25 describes a single C11H14N2O4 molecule. The level of theory is the ωB97M-V functional and the def2-TZVPD basis.

Computed properties:
Orbital gap ... 9.12 eV
SMILES ... Cc1nc2n(c(=O)c1CC(=O)O)CCC[C@H]2O
HOMO ... -8.95 eV
E_LUMO ... 0.17 eV

Geometry as ORCA input:
```
! RIJCOSX wB97M-V def2-TZVPD def2/J DEFGRID3
* xyz 0 1
O -0.26 1.02 -2.47
O 3.94 -1.67 -3.09
N 0.62 -0.15 1.37
O 1.97 -2.68 -2.31
O -1.99 -0.74 2.63
C -0.07 0.57 -1.31
C 2.79 -1.53 -2.56
C -0.55 0.43 1.06
C 1.54 -0.34 0.38
C 1.26 -0.04 -0.94
N -0.95 0.76 -0.29
C 2.85 -1.08 0.77
C 2.33 -0.08 -2.05
C -1.51 0.54 2.28
C -2.29 1.12 -0.55
C -2.73 1.42 2.06
C -3.24 1.13 0.63
H 2.57 -3.40 -2.68
H -1.27 -1.37 2.51
H 2.53 -2.14 1.12
H 3.60 -1.19 -0.09
H 3.33 -0.59 1.72
H 3.15 0.47 -1.70
H 1.99 0.38 -2.92
H -1.01 1.26 2.97
H -2.32 1.90 -1.26
H -2.59 0.28 -1.15
H -2.45 2.47 2.05
H -3.58 1.26 2.75
H -3.96 1.80 0.29
H -3.69 0.17 0.78
*
```

=====

Entry two
This record from OMol25 describes a single C11H14N2O4 molecule. The level of theory is the ωB97M-V functional and the def2-TZVPD basis.

Computed properties:
Orbital gap ... 8.72 eV
SMILES ... CCOCC(=O)Nc1ccc([N+](=O)[O-])cc1C
HOMO ... -9.09 eV
E_LUMO ... -0.38 eV

Geometry as ORCA input:
```
! RIJCOSX wB97M-V def2-TZVPD def2/J DEFGRID3
* xyz 0 1
C 0.55 1.14 4.54
C 0.35 1.22 3.03
O 1.54 0.99 2.30
C 1.92 -0.36 2.20
C 1.16 -1.13 1.12
O 1.02 -2.33 1.15
N 0.70 -0.29 0.15
C -0.02 -0.56 -1.00
C -0.36 -1.87 -1.35
C -1.07 -2.12 -2.51
C -1.45 -1.05 -3.31
C -1.12 0.26 -2.97
C -0.40 0.52 -1.82
C -0.05 1.93 -1.45
H -0.44 2.62 -2.20
H 1.03 2.07 -1.40
H -0.48 2.21 -0.49
H -1.43 1.06 -3.62
N -2.19 -1.29 -4.52
O -2.47 -2.44 -4.79
O -2.51 -0.33 -5.19
H -1.34 -3.12 -2.79
H -0.06 -2.68 -0.72
H 0.92 0.69 0.33
H 1.82 -0.90 3.15
H 2.98 -0.37 1.93
H -0.43 0.53 2.71
H 0.05 2.24 2.76
H 0.77 0.12 4.86
H -0.37 1.45 5.04
H 1.36 1.79 4.85
*
```

=====

entry one takes first place; second place is 0.0368 hartree up.

=====

Entry one
This record from OMol25 describes a single CH4FIP2 molecule. The level of theory is the ωB97M-V functional and the def2-TZVPD basis.

Computed properties:
Orbital gap (alpha / beta) ... 7.43 / 7.43 eV
SMILES ... C[PH]#P(F)I
HOMO (alpha / beta) ... -9.24 / -9.24 eV
E_LUMO (alpha / beta) ... -1.81 / -1.81 eV

Geometry as ORCA input:
```
! RIJCOSX wB97M-V def2-TZVPD def2/J DEFGRID3
* xyz 0 1
C 0.31 -0.54 -0.30
F -2.49 -1.86 -1.17
P -1.27 0.44 -0.22
P -2.55 -1.28 0.39
I -5.07 0.38 0.40
H 0.19 -1.05 -1.32
H 0.31 -1.40 0.38
H 1.12 0.26 -0.03
H -1.13 0.90 1.03
*
```

=====

Entry two
This record from OMol25 describes 2 unconnected molecules or ions with the total composition CH4FIP2. The level of theory is the ωB97M-V functional and the def2-TZVPD basis.

Computed properties:
Orbital gap (alpha / beta) ... 4.68 / 4.70 eV
HOMO (alpha / beta) ... -7.99 / -8.10 eV
E_LUMO (alpha / beta) ... -3.32 / -3.39 eV

Geometry as ORCA input:
```
! RIJCOSX wB97M-V def2-TZVPD def2/J DEFGRID3
* xyz 0 1
C 1.33 0.21 -0.43
F -0.80 -2.12 -0.59
P -0.41 0.66 0.24
P -0.96 -1.31 0.82
I -3.91 1.07 -0.10
H 1.79 1.23 -0.42
H 1.21 -0.09 -1.38
H 1.68 -0.45 0.21
H 0.07 0.81 1.66
*
```

=====

entry one takes first place; second place is 0.0734 hartree up.

=====

Entry one
This record from OMol25 describes a molecular structure, H2N3O2S. The level of theory is the ωB97M-V functional and the def2-TZVPD basis.

Computed properties:
Orbital gap ... 7.54 eV
HOMO ... -3.40 eV
E_LUMO ... 4.14 eV

Geometry as ORCA input:
```
! RIJCOSX wB97M-V def2-TZVPD def2/J DEFGRID3
* xyz -1 1
N -1.15 0.10 -0.56
N -2.43 0.51 -0.01
N -2.33 1.69 0.29
O -3.36 -0.27 0.03
O 1.34 0.68 -0.26
S -0.39 1.44 0.01
H -0.73 -0.76 -0.46
H 1.33 0.17 0.57
*
```

=====

Entry two
This record from OMol25 describes 2 unconnected molecules or ions with the total composition H2N3O2S. The level of theory is the ωB97M-V functional and the def2-TZVPD basis.

Computed properties:
Orbital gap (alpha / beta) ... 7.43 / 6.18 eV
HOMO (alpha / beta) ... -4.07 / -3.19 eV
E_LUMO (alpha / beta) ... 3.36 / 2.99 eV

Geometry as ORCA input:
```
! RIJCOSX wB97M-V def2-TZVPD def2/J DEFGRID3
* xyz -1 1
N -1.94 0.34 -0.22
N 0.59 -1.16 0.67
N 1.11 -0.04 0.03
O 0.71 -1.06 1.87
O 1.65 0.94 0.59
S 1.24 -0.34 -1.60
H -2.11 0.19 -1.20
H -1.25 1.12 -0.13
*
```

=====

entry one takes first place; second place is 0.0442 hartree up.